(1)
C4H2Cl2O2 | ωB97M-V/def2-TZVPD

Structure (XYZ):
```
10
Properties=species:S:1:pos:R:3:forces:R:3:lowdin_charge:R:1
C -1.518 -0.001 0.413 -1.13 -1.75 -0.75 -0.773
C -0.665 0.750 -0.476 5.60 -3.84 1.52 -0.052
C 0.674 0.467 -0.546 1.34 1.62 -1.06 -0.045
C 1.310 -0.606 0.326 -1.25 0.33 0.31 -0.804
H -1.020 1.548 -0.917 -1.99 3.83 -2.38 0.071
H 1.519 1.113 -1.168 -2.79 -1.66 1.56 0.161
O -1.919 0.325 1.452 -0.47 0.50 1.35 0.131
O 0.699 -1.210 1.157 0.63 0.21 -0.65 0.048
Cl -2.133 -1.571 -0.358 0.33 0.71 0.23 0.594
Cl 3.053 -0.815 0.117 -0.28 0.06 -0.12 0.668
```
Forces are in eV/Å.

Computed properties:
Structure (SMILES) = O=C(Cl)/C=C\C(=O)Cl
E_LUMO = -1.04 eV
Strongest force on any atom = 6.96 eV/Å
Orbital gap = 9.96 eV

---

(2)
C4H2Cl3F | ωB97M-V/def2-TZVPD

Structure (XYZ):
```
10
Properties=species:S:1:pos:R:3:forces:R:3:lowdin_charge:R:1
C 1.441 -0.046 -0.485 2.23 1.16 -0.29 -0.732
C 0.408 0.737 -0.209 -0.78 0.98 -0.09 -0.651
C -0.936 0.124 -0.064 -0.18 -0.64 1.36 -0.805
C -1.240 -0.747 0.917 2.38 0.26 -0.56 0.014
H -0.364 -1.052 1.561 -1.39 0.35 -0.46 0.102
H -2.171 -1.279 0.948 -0.24 0.04 0.18 0.061
F 1.388 -1.335 -0.737 -0.61 -0.23 0.21 0.049
Cl 3.134 0.476 -0.634 -1.41 -0.08 0.17 0.670
Cl 0.478 2.553 -0.093 0.21 -2.16 -0.08 0.608
Cl -2.138 0.569 -1.203 -0.22 0.32 -0.43 0.686
```
Forces are in eV/Å.

Computed properties:
Structure (SMILES) = C=C(Cl)/C(Cl)=C(\F)Cl
E_LUMO = 0.16 eV
Strongest force on any atom = 2.53 eV/Å
Orbital gap = 9.98 eV

---

(3)
C4H2Cl4 | ωB97M-V/def2-TZVPD

Structure (XYZ):
```
10
Properties=species:S:1:pos:R:3:forces:R:3:lowdin_charge:R:1
C 0.692 0.117 0.313 -0.68 -1.79 0.46 -0.570
C 3.555 -0.017 0.008 -0.09 -0.03 -0.36 -0.756
C -0.550 0.497 0.156 2.01 2.20 -1.02 -0.817
C -1.787 -0.241 0.163 1.40 -3.02 -0.95 -0.602
Cl 2.114 0.954 0.372 -0.02 1.25 0.24 0.904
Cl 3.074 -1.329 -0.881 -0.03 -0.19 0.16 0.655
Cl -1.039 2.118 -0.492 0.34 0.59 0.32 0.569
Cl -1.406 -2.033 0.070 -0.54 0.59 0.20 0.526
H -2.308 0.001 -0.714 -0.96 0.09 -1.04 0.037
H -2.346 -0.067 1.006 -1.43 0.31 2.00 0.054
```
Forces are in eV/Å.

Computed properties:
E_LUMO (spin up / spin down) = -2.00 / -1.99 eV
Strongest force on any atom = 3.46 eV/Å
Orbital gap (spin up / spin down) = 6.56 / 6.56 eV